one:
This record from OMol25 describes a structure of composition C42H49BCsN4O4. The level of theory is ωB97M-V/def2-TZVPD.

Its spin multiplicity is 1. Its HOMO energy is -3.2 eV. The charge is -1.

Last column: Mulliken charge in e.
CARTESIAN COORDINATES (ANGSTROEM)
Cs1 1.775 -0.221 -1.733  1.17
O1 5.198 -0.874 -1.515  -0.62
O2 -2.371 -1.868 -0.748  -1.20
O3 1.743 -3.335 -0.509  -0.44
O4 -2.453 0.403 -0.532  -1.27
N1 0.624 0.915 2.847  -0.48
N2 2.366 2.411 -2.822  -0.28
N3 1.647 2.846 -1.904  0.00
N4 3.252 0.970 1.368  0.44
C1 2.338 3.640 -0.937  0.18
C2 6.418 0.471 -0.026  -0.10
C3 -3.657 -1.479 -0.571  1.16
C4 -8.061 -0.049 1.371  -1.66
C5 -1.364 -3.409 2.470  -0.94
C6 6.783 2.805 -0.476  -0.56
C7 -7.324 2.015 0.215  -2.15
C8 -3.704 -0.098 -0.435  0.17
C9 -4.893 0.573 -0.227  -1.03
C10 0.943 -2.601 2.021  -1.57
C11 7.467 2.929 0.727  -0.44
C12 -1.558 -4.712 0.025  1.23
C13 -3.747 -4.002 3.030  -1.57
C14 -4.813 -2.230 -0.517  -1.44
C15 3.505 4.341 -1.234  -0.31
C16 -7.437 0.497 0.079  2.15
C17 1.637 1.817 -3.924  -0.18
C18 6.254 1.584 -0.853  -0.29
C19 -8.373 0.197 -1.099  -1.66
C20 3.442 5.345 0.954  -0.71
C21 -6.015 -1.554 -0.305  -0.65
C22 5.792 -0.820 -0.462  1.09
C23 1.493 0.309 -5.678  -0.48
C24 -1.771 -5.329 -1.332  -2.37
C25 -0.378 -4.026 0.368  1.08
C26 7.109 0.599 1.177  -0.01
C27 0.263 0.845 -6.046  -0.30
C28 -0.291 1.906 -5.328  -0.75
C29 -2.604 -4.741 0.928  -0.69
C30 -6.078 -0.168 -0.156  0.63
C31 0.400 2.396 -4.235  -0.36
C32 -2.540 -4.064 2.139  0.73
C33 3.164 0.927 2.825  -0.45
C34 0.711 -3.968 -0.613  -0.71
C35 1.852 1.536 3.315  -0.58
C36 2.268 4.661 1.237  -0.24
C37 2.284 0.782 -4.609  -0.10
C38 7.632 1.827 1.553  -0.83
C39 4.054 5.186 -0.283  -0.49
C40 5.891 -2.023 0.444  -1.37
C41 1.708 3.813 0.292  -0.60
C42 -0.273 -3.380 1.610  1.32
B1 -1.514 -0.690 -0.712  0.88
H1 0.867 -2.334 3.077  0.49
H2 -3.522 -5.251 0.656  0.31
H3 3.951 4.214 -2.211  0.50
H4 5.470 -1.797 1.426  0.31
H5 -8.208 -1.128 1.316  0.31
H6 4.160 0.640 1.063  -0.34
H7 -3.521 -3.498 3.969  0.36
H8 -4.879 1.648 -0.124  0.54
H9 -9.348 0.668 -0.943  0.45
H10 -2.755 -5.795 -1.374  0.37
H11 -6.929 -2.136 -0.261  0.33
H12 5.341 -2.844 -0.006  0.32
H13 -8.317 2.442 0.379  0.43
H14 4.956 5.740 -0.512  0.40
H15 -1.732 -4.565 -2.110  0.45
H16 3.180 1.927 1.036  -0.23
H17 -0.267 0.448 -6.907  0.36
H18 -6.909 2.469 -0.686  0.41
H19 -8.531 -0.875 -1.220  0.31
H20 -1.031 -6.095 -1.570  0.47
H21 3.997 1.446 3.325  0.38
H22 7.868 3.891 1.022  0.39
H23 -9.033 0.418 1.554  0.45
H24 3.869 6.017 1.688  0.41
H25 -4.787 -3.304 -0.642  0.41
H26 -7.413 0.157 2.225  0.38
H27 -7.950 0.579 -2.030  0.39
H28 0.003 3.216 -3.652  0.31
H29 0.779 3.288 0.479  0.47
H30 1.831 2.589 3.025  -0.06
H31 -1.243 2.335 -5.617  0.33
H32 5.699 1.471 -1.776  0.53
H33 -4.126 -5.001 3.256  0.37
H34 0.590 -0.061 3.118  0.24
H35 1.854 1.525 4.409  0.44
H36 7.235 -0.258 1.826  0.35
H37 -4.547 -3.448 2.532  0.25
H38 3.205 -0.123 3.135  0.39
H39 6.935 -2.308 0.590  0.41
H40 1.864 -0.519 -6.281  0.33
H41 0.559 -4.587 -1.515  0.30
H42 -1.301 -2.876 3.413  0.22
H43 8.163 1.925 2.490  0.38
H44 1.865 -3.154 1.856  0.41
H45 1.778 4.802 2.192  0.52
H46 0.571 0.925 1.834  0.18
H47 -6.694 2.297 1.061  0.41
H48 1.008 -1.686 1.425  0.06
H49 6.648 3.668 -1.115  0.46

***

two:
This record from OMol25 describes a structure of composition C42H49BCsN4O4. The level of theory is ωB97M-V/def2-TZVPD.

Its spin multiplicity is 1. Its HOMO energy is -3.0 eV. The charge is -1.

Last column: Mulliken charge in e.
CARTESIAN COORDINATES (ANGSTROEM)
Cs1 -0.047 -0.573 0.371  1.09
O1 -0.364 4.127 1.758  -0.38
O2 -0.146 -1.083 -2.126  -0.65
O3 -2.702 -2.427 0.985  -0.66
O4 1.040 3.631 0.014  -0.46
N1 3.377 -1.079 1.444  -0.04
N2 -1.015 -0.372 4.508  -0.54
N3 3.676 -2.193 1.083  -0.39
N4 -3.148 1.160 1.917  -0.31
C1 -4.246 -3.188 -0.612  0.46
C2 -1.025 -1.442 -2.867  -0.79
C3 -1.573 0.762 3.754  0.23
C4 -3.253 -1.865 -4.700  -2.39
C5 0.496 5.174 1.549  0.87
C6 -3.047 -4.753 1.100  -1.25
C7 -4.923 -4.249 -1.189  -0.09
C8 -2.659 -2.999 -3.883  0.97
C9 2.806 -5.626 2.090  -0.55
C10 3.552 7.987 0.340  2.20
C11 5.655 2.165 -0.038  -0.51
C12 4.198 -0.028 0.888  0.14
C13 2.480 6.969 0.753  0.33
C14 4.596 7.369 -0.598  -2.00
C15 4.396 2.350 0.516  -0.19
C16 -5.335 -1.677 -2.144  -0.82
C17 -3.217 -4.263 -4.003  -0.29
C18 2.878 9.158 -0.397  -1.63
C19 0.847 -4.241 2.382  -0.82
C20 6.183 0.876 -0.129  -0.47
C21 -4.449 -1.901 -1.098  -0.52
C22 4.286 8.532 1.575  -1.73
C23 -3.283 -3.375 0.544  0.57
C24 -5.814 -4.030 -2.238  -0.98
C25 -1.660 -5.146 -2.423  -0.68
C26 1.603 7.270 1.796  -0.46
C27 5.457 -0.216 0.326  -0.32
C28 1.499 -3.080 1.911  0.06
C29 0.090 -3.754 -1.318  -1.10
C30 -6.022 -2.744 -2.713  -0.28
C31 3.678 1.255 0.989  -0.23
C32 2.857 -3.261 1.609  0.09
C33 -2.733 -5.346 -3.274  0.26
C34 -1.067 -3.894 -2.265  0.88
C35 -1.579 -2.812 -3.001  1.31
C36 1.449 -5.502 2.412  -0.52
C37 2.333 5.741 0.085  -0.49
C38 1.345 4.873 0.503  0.48
C39 -2.920 0.389 3.150  -0.39
C40 0.600 6.380 2.209  -1.66
C41 3.515 -4.499 1.708  -0.46
C42 -3.367 -6.702 -3.421  -1.67
B1 -0.060 3.061 0.798  -0.36
H1 -2.945 -7.418 -2.716  0.36
H2 -1.681 1.667 4.357  0.31
H3 4.628 7.713 2.215  0.38
H4 -1.262 -5.984 -1.856  0.39
H5 -4.760 -5.259 -0.827  0.42
H6 -3.704 0.535 3.906  0.30
H7 2.157 9.664 0.252  0.35
H8 0.350 -4.710 -0.862  0.36
H9 3.626 9.893 -0.724  0.41
H10 2.691 1.388 1.422  0.40
H11 -0.032 -0.240 4.695  0.21
H12 4.592 -4.560 1.539  0.37
H13 3.307 -6.587 2.161  0.34
H14 -3.670 -1.084 -4.060  0.47
H15 6.226 3.017 -0.395  0.37
H16 -1.489 -0.684 -3.512  0.37
H17 -0.151 -3.065 -0.515  -0.59
H18 -2.896 -0.671 2.896  0.07
H19 -4.059 -2.245 -5.326  0.32
H20 -6.723 -2.571 -3.522  0.44
H21 -4.064 -4.406 -4.671  0.32
H22 -4.446 -6.641 -3.250  0.28
H23 -3.220 -7.089 -4.430  0.42
H24 -1.480 -0.489 5.398  0.18
H25 -6.345 -4.865 -2.680  0.44
H26 -2.643 -5.413 0.323  0.22
H27 -2.513 -1.399 -5.353  0.55
H28 4.156 7.088 -1.560  0.34
H29 3.642 9.182 2.174  0.33
H30 1.690 8.223 2.311  0.28
H31 5.848 -1.224 0.259  0.41
H32 5.389 8.099 -0.797  0.46
H33 0.969 -3.347 -1.822  0.47
H34 -0.069 6.633 3.025  0.40
H35 -4.101 1.042 1.594  0.20
H36 -5.492 -0.671 -2.513  0.47
H37 3.962 3.344 0.579  0.30
H38 -3.984 -5.186 1.463  0.49
H39 -0.194 -4.164 2.714  0.36
H40 2.971 5.450 -0.744  0.39
H41 5.157 9.120 1.266  0.45
H42 -3.905 -1.083 -0.634  0.71
H43 -0.894 1.015 2.939  -0.22
H44 7.165 0.725 -0.565  0.34
H45 -2.977 2.147 2.066  0.16
H46 5.052 6.476 -0.156  0.40
H47 -2.332 -4.680 1.914  0.18
H48 0.875 -6.393 2.671  0.36
H49 2.341 8.795 -1.279  0.37

***

Stability verdict: one, ahead by 9.5 kcal/mol

***

one:
This record from OMol25 describes a cluster of 2 separate species, CH7N2 in total. The level of theory is ωB97M-V/def2-TZVPD.

Its spin multiplicity is 1. Its HOMO energy is -16.0 eV. The charge is +1.

Last column: Mulliken charge in e.
CARTESIAN COORDINATES (ANGSTROEM)
N1 0.482 -1.380 -1.186  -0.91
N2 -0.361 0.295 0.766  -0.08
C1 -0.219 1.524 0.719  -0.11
H1 0.195 -1.395 -2.175  0.27
H2 0.116 2.064 1.552  0.27
H3 -0.182 -0.325 -0.078  0.41
H4 -0.128 2.031 -0.205  0.27
H5 -0.994 0.000 1.482  0.30
H6 1.400 -1.734 -1.310  0.27
H7 0.059 -2.194 -0.638  0.31

***

two:
This record from OMol25 describes a cluster of 2 separate species, CH7N2 in total. The level of theory is ωB97M-V/def2-TZVPD.

Its spin multiplicity is 1. Its HOMO energy is -15.3 eV. The charge is +1.

Last column: Mulliken charge in e.
CARTESIAN COORDINATES (ANGSTROEM)
N1 -1.139 -0.103 -0.066  -0.47
N2 1.400 -0.250 0.003  -0.56
C1 0.357 0.601 0.011  -0.40
H1 1.495 -1.159 1.073  0.36
H2 -1.394 -0.490 0.851  0.36
H3 0.288 1.197 0.921  0.36
H4 -1.842 0.598 -0.321  0.35
H5 -1.148 -0.855 -0.762  0.36
H6 1.613 -0.776 -0.831  0.29
H7 0.370 1.237 -0.878  0.36

***

Stability verdict: one, ahead by 7.9 kcal/mol

***

one:
This record from OMol25 describes a structure of composition C2H6N4O. The level of theory is ωB97M-V/def2-TZVPD.

Its spin multiplicity is 1. Its HOMO energy is -8.9 eV.

Last column: Mulliken charge in e.
CARTESIAN COORDINATES (ANGSTROEM)
O1 0.000 -0.077 -0.028  -0.28
N1 -0.947 1.596 1.332  -0.65
N2 -1.250 -0.584 1.916  -0.51
N3 1.255 -0.035 -1.824  -0.34
N4 1.845 -1.277 -1.645  -0.55
C1 -0.862 0.425 0.985  0.59
C2 0.476 0.654 -1.021  0.20
H1 -0.665 2.452 0.669  0.24
H2 -2.028 0.143 2.697  0.35
H3 -0.910 -1.515 2.004  0.20
H4 0.979 -2.014 -1.344  0.23
H5 2.015 -1.462 -2.679  0.32
H6 0.091 1.693 -1.063  0.22

***

two:
This record from OMol25 describes a structure of composition C2H6N4O. The level of theory is ωB97M-V/def2-TZVPD.

Its spin multiplicity is 1. Its HOMO energy is -8.9 eV.

Last column: Mulliken charge in e.
CARTESIAN COORDINATES (ANGSTROEM)
O1 0.512 -0.967 1.471  -0.61
N1 0.524 0.677 -0.588  -0.20
N2 -1.910 0.709 0.285  -0.48
N3 1.183 1.758 0.044  -0.58
N4 -0.059 -2.086 -0.489  -0.50
C1 -0.894 0.145 -0.112  0.07
C2 0.028 -0.973 0.342  0.73
H1 0.583 2.582 0.021  0.24
H2 1.153 0.179 -1.204  0.31
H3 -0.995 -2.386 -0.719  0.24
H4 1.341 1.497 1.015  0.26
H5 -2.024 1.710 0.160  0.28
H6 0.557 -2.845 -0.227  0.25

***

Stability verdict: two, ahead by 33.8 kcal/mol

***

one:
This record from OMol25 describes a cluster of 3 separate species, C2H11NO2 in total. The level of theory is ωB97M-V/def2-TZVPD.

Its spin multiplicity is 1. The SMILES is CCN.O.O. Its HOMO energy is -9.3 eV.

Last column: Mulliken charge in e.
CARTESIAN COORDINATES (ANGSTROEM)
O1 1.722 -1.993 -0.257  -0.62
O2 1.578 1.301 1.340  -0.66
N1 -0.190 0.544 -1.068  -0.56
C1 -2.433 0.208 -0.192  -1.25
C2 -0.941 0.015 0.102  -0.09
H1 -2.753 1.235 -0.289  0.35
H2 1.772 -1.678 0.668  0.33
H3 0.785 -2.160 -0.356  0.32
H4 -2.760 -0.203 -1.144  0.34
H5 -0.445 0.078 -1.935  0.24
H6 -0.495 0.491 0.960  0.42
H7 -0.328 1.525 -1.289  0.21
H8 0.825 1.558 0.841  0.36
H9 -2.986 -0.298 0.614  0.32
H10 2.243 0.826 0.842  0.32
H11 -0.661 -1.035 0.084  -0.02

***

two:
This record from OMol25 describes a structure of composition C2H11NO2. The level of theory is ωB97M-V/def2-TZVPD.

Its spin multiplicity is 1. Its HOMO energy is -9.8 eV.

Last column: Mulliken charge in e.
CARTESIAN COORDINATES (ANGSTROEM)
O1 2.291 -0.062 0.094  -0.88
O2 0.699 2.142 0.653  -0.67
N1 0.055 -0.998 -0.181  -0.52
C1 -2.428 -0.901 -0.445  -1.24
C2 -1.148 -0.135 -0.172  -0.39
H1 1.195 2.840 0.215  0.29
H2 1.222 -0.508 0.208  0.42
H3 2.924 -0.577 0.619  0.26
H4 -2.324 -1.465 -1.384  0.34
H5 -0.183 -1.858 0.298  0.28
H6 -1.254 0.321 0.811  0.31
H7 -2.630 -1.740 0.228  0.34
H8 0.287 -1.143 -1.159  0.30
H9 -3.269 -0.220 -0.505  0.35
H10 -0.946 0.646 -0.890  0.41
H11 1.257 1.340 0.533  0.41

***

Stability verdict: two, ahead by 8.1 kcal/mol

***

one:
This record from OMol25 describes a cluster of 2 separate species, C3H11NO2 in total. The level of theory is ωB97M-V/def2-TZVPD.

Its spin multiplicity is 2. Its HOMO energy (alpha / beta) is -13.3 / -13.3 eV. As for the expectation value of S²: 0.7549. The charge is +1.

Last column: Mulliken charge in e.
CARTESIAN COORDINATES (ANGSTROEM)
O1 -4.796 4.641 0.935  -0.64
O2 0.370 0.209 -2.598  -0.48
N1 0.784 -2.368 1.774  -0.18
C1 1.368 -0.038 -1.601  -0.63
C2 0.903 -1.264 -0.617  -0.49
C3 1.335 -1.318 0.826  -0.41
H1 -5.349 4.011 0.407  0.33
H2 2.125 -0.564 -2.205  0.29
H3 -0.094 -2.079 2.168  0.35
H4 2.398 -1.201 0.810  0.45
H5 -0.380 0.795 -2.285  0.33
H6 1.136 -2.218 -1.092  0.35
H7 1.813 0.735 -1.082  0.46
H8 1.402 -2.170 2.548  0.37
H9 -0.166 -1.050 -0.549  0.26
H10 -3.901 4.216 1.078  0.31
H11 1.051 -0.337 1.483  0.34

***

two:
This record from OMol25 describes a cluster of 3 separate species, C3H11NO2 in total. The level of theory is ωB97M-V/def2-TZVPD.

Its spin multiplicity is 2. Its HOMO energy (alpha / beta) is -15.2 / -15.2 eV. As for the expectation value of S²: 1.7562. The charge is +1.

Last column: Mulliken charge in e.
CARTESIAN COORDINATES (ANGSTROEM)
O1 -3.290 -0.639 -0.661  -0.61
O2 2.942 0.710 -0.434  -0.32
N1 -0.326 0.448 -0.249  0.04
C1 1.285 -1.472 0.005  -1.18
C2 -1.299 1.251 0.354  -0.81
C3 0.386 -0.420 0.645  -0.31
H1 -2.454 -0.211 -0.770  0.38
H2 2.242 -1.551 0.512  0.34
H3 -0.858 1.927 1.093  0.37
H4 0.406 0.996 -0.769  0.37
H5 -1.865 1.752 -0.431  0.52
H6 -0.247 -0.814 1.436  0.45
H7 0.758 -2.423 -0.121  0.36
H8 3.396 1.448 -0.869  0.33
H9 -3.675 -0.107 0.063  0.34
H10 1.056 0.277 1.204  0.38
H11 1.544 -1.171 -1.007  0.35

***

Stability verdict: one, ahead by 63.6 kcal/mol

***

one:
This record from OMol25 describes a cluster of 3 separate species, C2H10N2O2 in total. The level of theory is ωB97M-V/def2-TZVPD.

Its spin multiplicity is 1. The SMILES is C/N=C\N.O.O. Its HOMO energy is -9.1 eV.

Last column: Mulliken charge in e.
CARTESIAN COORDINATES (ANGSTROEM)
O1 1.944 -0.628 -0.616  -0.58
O2 2.072 -1.246 1.955  -0.64
N1 -0.615 -0.256 -0.131  -0.29
N2 -1.057 2.049 0.121  -0.52
C1 -0.425 0.854 0.461  0.14
C2 -1.751 -0.526 -0.932  -1.01
H1 2.802 -0.847 1.492  0.30
H2 -2.057 2.014 -0.042  0.26
H3 2.878 -0.428 -0.717  0.29
H4 0.365 0.773 1.211  0.28
H5 -0.864 2.754 0.822  0.26
H6 -1.548 -1.324 -1.679  0.27
H7 1.692 -1.269 -1.283  0.27
H8 1.249 -1.242 1.477  0.34
H9 -2.644 -0.898 -0.429  0.28
H10 -2.041 0.219 -1.712  0.36

***

two:
This record from OMol25 describes a cluster of 3 separate species, C2H10N2O2 in total. The level of theory is ωB97M-V/def2-TZVPD.

Its spin multiplicity is 1. The SMILES is [H]/N=C/NC.O.O. Its HOMO energy is -9.1 eV.

Last column: Mulliken charge in e.
CARTESIAN COORDINATES (ANGSTROEM)
O1 0.345 -3.345 0.031  -0.66
O2 1.036 0.646 2.721  -0.68
N1 -1.127 0.574 -1.000  -0.16
N2 0.931 -0.042 0.031  -0.69
C1 -1.013 2.039 -0.924  -0.76
C2 0.046 -0.122 -0.971  0.03
H1 -0.926 2.520 -1.928  0.25
H2 1.943 -0.054 -0.263  0.19
H3 0.973 -2.597 0.142  0.33
H4 0.107 -0.969 -1.805  0.22
H5 -1.870 0.161 -1.489  0.26
H6 0.358 -0.009 3.244  0.33
H7 -0.105 2.298 -0.333  0.32
H8 -1.928 2.258 -0.316  0.28
H9 1.071 0.206 1.859  0.43
H10 0.159 -3.565 1.001  0.32

***

Stability verdict: one, ahead by 14.9 kcal/mol